Entry from the Open Molecules 2025 dataset: a 3-piece molecular cluster, C35H55ClF17NO9P2S2 overall (ωB97M-V/def2-TZVPD).

Geometry as XYZ:
```
122
Properties=species:S:1:pos:R:3:lowdin_charge:R:1
C 0.154 5.372 -2.508 -0.12
C -1.085 5.395 -3.419 -0.24
C -2.305 4.589 -2.896 -0.19
C -2.216 4.112 -1.441 -0.23
C -3.589 3.616 -0.995 -0.21
C -3.920 2.185 -1.490 -0.20
C -4.637 1.426 -0.375 -0.21
C -5.453 0.213 -0.863 -0.20
C -5.369 -0.969 0.108 -0.20
C -5.776 -0.619 1.541 -0.21
C -5.270 -1.625 2.576 -0.20
C -3.819 -1.352 3.022 -0.19
C -2.842 -2.342 2.370 -0.21
C -1.414 -2.027 2.808 -0.21
C -0.357 -3.089 2.442 -0.16
C -0.631 -3.899 1.178 -0.13
C -0.535 -3.204 -0.192 -0.32
N -0.865 -1.794 -0.272 0.12
C -0.171 -0.939 0.147 -0.83
S 0.716 0.148 0.800 0.82
C 0.663 -3.691 -1.085 -0.18
C 2.053 -3.671 -0.423 -0.33
C 2.495 -5.062 0.069 0.00
F 2.162 -2.837 0.684 -0.02
C 0.594 -3.292 -2.586 -0.41
C 0.958 -4.653 -3.316 -0.22
O 2.255 -5.106 -2.985 -0.21
O 3.021 -5.332 -4.135 -0.01
P 2.039 -2.262 -3.273 0.99
C 2.610 -0.962 -2.083 -0.27
O 1.446 -1.418 -4.595 -0.34
C -0.791 -2.987 -3.203 -0.45
P -1.528 -1.231 -3.472 0.66
O -2.787 -1.228 -2.419 -0.38
Cl -0.388 0.286 -2.678 0.33
O -1.867 -3.809 -2.688 -0.23
S -1.960 -4.043 -1.105 0.66
O -3.206 -3.554 -0.641 -0.25
O -1.878 -5.448 -0.888 -0.25
H 1.018 5.669 -3.100 0.07
H 0.035 6.129 -1.744 0.06
H 0.363 4.398 -2.083 0.06
H -1.355 6.436 -3.563 0.10
H -0.796 4.986 -4.383 0.09
H -3.173 5.240 -2.946 0.10
H -2.477 3.728 -3.537 0.10
H -1.931 4.935 -0.790 0.09
H -1.473 3.334 -1.289 0.10
H -4.399 4.284 -1.280 0.11
H -3.582 3.558 0.093 0.09
H -2.963 1.704 -1.691 0.08
H -4.484 2.205 -2.420 0.11
H -3.899 1.059 0.336 0.11
H -5.322 2.105 0.130 0.11
H -6.481 0.502 -1.081 0.11
H -5.014 -0.094 -1.813 0.08
H -4.354 -1.353 0.044 0.08
H -6.082 -1.707 -0.254 0.11
H -6.866 -0.660 1.578 0.11
H -5.518 0.392 1.847 0.10
H -5.333 -2.643 2.194 0.11
H -5.935 -1.555 3.435 0.10
H -3.687 -1.285 4.099 0.11
H -3.547 -0.381 2.599 0.10
H -2.915 -2.136 1.310 0.07
H -3.166 -3.346 2.639 0.13
H -1.425 -1.956 3.897 0.11
H -1.163 -1.029 2.461 0.06
H 0.614 -2.607 2.484 0.09
H -0.349 -3.798 3.267 0.12
H 0.062 -4.732 1.159 0.11
H -1.593 -4.373 1.321 0.11
H 0.426 -4.752 -1.068 0.11
H 2.860 -3.388 -1.090 0.10
H 3.580 -5.101 0.043 0.07
H 2.177 -5.246 1.089 0.09
H 2.169 -5.833 -0.617 0.08
H 0.199 -5.401 -3.076 0.14
H 0.951 -4.500 -4.394 0.12
H 2.589 -6.080 -4.572 0.11
H 2.357 0.049 -2.383 0.02
H 2.319 -1.107 -1.049 -0.02
H 3.696 -1.010 -2.112 0.01
H 2.226 -1.299 -5.151 0.05
H -0.731 -3.316 -4.233 0.10
H -3.468 -1.833 -2.746 0.06
F 7.590 -1.293 1.689 0.09
C 7.335 -2.526 2.182 -0.29
F 8.261 -2.786 3.136 0.10
C 7.424 -3.586 1.087 -0.44
F 8.681 -3.655 0.598 0.14
F 7.166 -4.789 1.675 0.11
C 6.433 -3.437 -0.073 -0.05
O 6.924 -2.812 -1.240 0.05
C 6.909 -1.439 -1.297 -0.53
F 6.222 -0.934 -0.251 0.13
F 6.217 -1.108 -2.412 0.14
C 8.314 -0.852 -1.402 -0.28
F 9.058 -1.216 -0.337 0.10
F 8.240 0.499 -1.416 0.10
H 6.346 -2.529 2.651 0.18
H 6.193 -4.450 -0.391 0.15
H 5.486 -3.003 0.253 0.14
H 8.807 -1.196 -2.314 0.18
F 0.924 7.051 2.744 0.09
C 0.577 5.942 2.052 -0.29
F 0.735 6.215 0.735 0.09
C -0.876 5.557 2.321 -0.44
F -1.713 6.521 1.881 0.13
F -1.140 4.443 1.580 0.10
C -1.218 5.210 3.776 -0.05
O -1.804 6.241 4.544 0.05
C -0.974 7.150 5.156 -0.54
F 0.316 6.768 5.060 0.14
F -1.289 7.147 6.471 0.15
C -1.192 8.562 4.616 -0.28
F -0.954 8.603 3.289 0.10
F -0.332 9.416 5.219 0.10
H 1.254 5.125 2.318 0.18
H -1.988 4.442 3.724 0.15
H -0.380 4.744 4.294 0.15
H -2.217 8.890 4.802 0.18
```

- Orbital gap: 8.7 eV
- Structure (SMILES): CCCCCCCCCCCCCCCC[C@@]1(N=C=S)[C@H]([C@H](C)F)[C@](COO)(P(C)O)[C@H](P(O)Cl)OS1(=O)=O.FC(F)C(F)(F)COC(F)(F)C(F)F.FC(F)C(F)(F)COC(F)(F)C(F)F



Entry from the Open Molecules 2025 dataset: a 9-piece molecular cluster, C24H48NO27S4 overall (ωB97M-V/def2-TZVPD).

Geometry as XYZ:
```
104
Properties=species:S:1:pos:R:3:lowdin_charge:R:1
N -0.513 -0.390 0.208 -0.59
O -0.540 -1.147 1.222 -0.07
O 0.190 -0.759 -0.758 -0.05
O -1.115 0.684 0.223 -0.03
O -0.398 4.726 0.733 -0.30
S -0.549 4.591 -0.690 0.63
O 0.115 3.600 -1.429 -0.27
O -2.160 4.434 -0.986 -0.29
C -2.726 3.184 -0.779 -0.32
C -4.072 3.169 -1.501 -0.08
C 0.067 6.266 -1.317 -0.04
H -2.758 3.170 0.470 0.18
H -2.088 2.463 -1.286 0.09
H -4.065 3.564 -2.574 0.09
H -4.911 3.828 -0.978 0.11
H -4.554 2.170 -1.574 0.06
H 0.137 6.347 -2.300 0.00
H 1.060 6.285 -0.717 0.11
H -0.650 6.962 -1.070 0.03
O 2.690 -3.560 -4.523 -0.29
S 1.809 -2.564 -5.055 0.65
O 2.235 -1.740 -6.226 -0.32
O 0.602 -3.495 -5.677 -0.26
C 0.817 -4.483 -6.679 -0.18
C -0.384 -5.532 -6.516 0.00
C 1.108 -1.620 -3.824 -0.13
H 1.650 -4.987 -6.585 0.07
H 1.068 -4.120 -7.491 0.04
H -1.287 -5.054 -6.786 0.07
H -0.518 -6.144 -5.596 0.10
H -0.173 -6.430 -6.815 -0.01
H 0.833 -2.213 -2.947 0.07
H 0.225 -1.170 -4.443 0.13
H 1.757 -0.984 -3.366 0.04
O 3.581 4.888 -2.439 -0.27
S 4.382 4.814 -1.275 0.57
O 4.013 5.671 -0.178 -0.30
O 4.286 3.303 -0.649 -0.24
C 3.188 2.517 -0.990 -0.33
C 3.397 1.179 -0.517 -0.06
C 6.007 5.220 -1.544 -0.15
H 3.153 2.562 -2.170 0.16
H 2.321 3.066 -0.559 0.11
H 2.647 0.546 -0.797 0.05
H 3.446 1.306 0.567 0.08
H 4.408 0.814 -0.748 0.11
H 6.452 4.882 -0.553 0.10
H 6.290 6.209 -1.584 0.05
H 6.539 4.524 -2.283 0.11
O -2.417 -1.112 5.901 -0.31
S -2.425 -2.562 5.678 0.56
O -3.209 -2.963 4.632 -0.24
O -0.855 -2.981 5.337 -0.27
C -0.206 -2.515 4.074 -0.25
C 1.163 -2.610 4.326 -0.06
C -2.756 -3.404 7.121 -0.15
H -0.842 -1.575 3.908 0.14
H -0.455 -3.049 3.233 0.09
H 1.601 -2.377 3.539 -0.02
H 1.486 -3.605 4.433 0.10
H 1.533 -1.744 5.002 0.15
H -2.530 -4.423 7.002 0.05
H -3.814 -3.490 7.583 0.13
H -2.147 -2.904 7.872 0.08
C -4.444 0.755 3.688 -0.15
C -3.748 0.723 2.264 -0.08
O -4.868 0.596 1.436 0.07
C -6.010 0.415 2.045 -0.55
O -7.049 0.217 1.562 0.19
O -5.770 0.557 3.451 0.03
H -4.218 1.760 4.151 0.13
H -4.096 0.109 4.521 0.11
H -2.935 0.125 2.052 0.08
H -3.275 1.636 1.919 0.10
C 1.712 1.240 2.614 -0.15
C 0.590 1.724 3.555 -0.10
O 0.999 1.234 4.840 0.05
C 2.307 1.030 4.752 -0.53
O 2.905 0.784 5.815 0.09
O 2.821 1.169 3.476 0.06
H 1.853 2.017 1.839 0.13
H 1.603 0.331 2.190 0.08
H -0.370 1.117 3.235 0.14
H 0.213 2.940 3.476 0.20
C -2.669 -0.090 -3.079 -0.14
C -3.479 -0.650 -1.923 -0.15
O -3.446 -1.984 -2.111 0.08
C -2.846 -2.334 -3.280 -0.48
O -2.734 -3.453 -3.789 0.12
O -2.448 -1.181 -3.840 0.07
H -1.828 0.120 -2.823 0.02
H -3.277 0.789 -3.643 0.19
H -4.523 -0.421 -2.185 0.13
H -3.467 -0.370 -0.905 0.11
C 2.768 -2.637 0.669 -0.12
C 2.463 -3.667 -0.352 -0.20
O 3.495 -3.677 -1.255 0.04
C 4.426 -2.665 -1.003 -0.43
O 5.441 -2.319 -1.627 0.11
O 3.980 -2.006 0.134 0.02
H 2.970 -3.093 1.676 0.13
H 1.932 -1.895 0.765 0.11
H 1.563 -3.432 -0.893 0.11
H 2.347 -4.748 0.264 0.19
```

- Orbital gap: 8.7 eV
- Relative energy (zero: lowest compared OMol25 entry of this formula, charge and spin): 0.5333 eV
- Total charge: -1



Entry from the Open Molecules 2025 dataset: a 2-piece molecular cluster, CHClFN overall (ωB97M-V/def2-TZVPD).

Geometry as XYZ:
```
5
Properties=species:S:1:pos:R:3:lowdin_charge:R:1
C 1.017 0.227 -0.799 -0.37
N -1.248 -0.163 0.672 0.05
F -1.469 -1.513 0.612 -0.17
Cl 2.094 1.438 -0.439 0.59
H -0.393 0.011 -0.046 -0.10
```

- Orbital gap (spin up / spin down): 8.8 / 6.9 eV
- Relative energy (zero: lowest compared OMol25 entry of this formula, charge and spin): 8.0668 eV



Entry from the Open Molecules 2025 dataset: an isolated ion of composition C4H4Cl5N2 and charge +1 (ωB97M-V/def2-TZVPD).

Geometry as XYZ:
```
15
Properties=species:S:1:pos:R:3:lowdin_charge:R:1
C 0.335 -0.833 0.639 0.03
N 0.131 0.192 -0.422 -0.22
C -1.101 0.560 -0.911 -1.10
Cl -2.083 1.225 0.449 0.77
Cl -1.805 -0.655 -2.072 0.73
N -0.850 1.812 -1.637 0.09
C 0.294 1.584 -2.198 -0.73
Cl 0.906 2.541 -3.497 0.85
C 0.928 0.440 -1.510 -1.08
Cl 1.656 -0.593 -2.728 0.72
Cl 2.558 1.412 -0.984 0.57
H 0.309 -1.869 0.352 0.10
H 1.193 -0.658 1.208 0.08
H -0.520 -0.553 1.291 0.08
H -1.374 2.581 -1.577 0.11
```

- Orbital gap: 8.8 eV
- Relative energy (zero: lowest compared OMol25 entry of this formula, charge and spin): 2.1012 eV
- Structure (SMILES): CN1C(Cl)(Cl)[NH+]=C(Cl)C1(Cl)Cl
- Total charge: +1



Number 1: DFT total energy -156067.92209 eV. Number 2: DFT total energy -125765.45349 eV. Number 3: DFT total energy -17774.63664 eV. Number 4: DFT total energy -69795.59176 eV.